Entry 1:
{
  "formula": "C4H17BeN8O5",
  "method": "ωB97M-V/def2-TZVPD",
  "symbols": ["Be", "O", "H", "C", "O", "N", "N", "H", "H", "H", "H", "C", "O", "N", "N", "H", "H", "H", "H", "C", "O", "N", "N", "H", "H", "H", "H", "C", "O", "N", "N", "H", "H", "H", "H"],
  "xyz": [[-2.8516, -0.1233, 0.1453], [-0.4072, 0.4440, 0.1972], [-0.0540, -0.4057, -0.1310], [-1.5269, -1.2146, -2.7488], [-2.5054, -1.0378, -2.0407], [-0.4143, -0.6392, -2.7029], [-1.4839, -2.0928, -3.7651], [0.1584, -0.5232, -3.5267], [-0.1593, -0.1425, -1.8612], [-2.3698, -2.5765, -3.7995], [-0.6107, -2.1791, -4.2654], [-1.2560, -2.1164, 2.4674], [-1.6741, -2.1300, 1.3435], [-0.4764, -1.1893, 2.9345], [-1.3554, -3.1104, 3.3044], [-0.1161, -0.4707, 2.3230], [-0.0363, -1.3073, 3.8359], [-0.7369, -3.1942, 4.0984], [-1.8790, -3.9179, 2.9979], [0.1607, 3.5831, 0.8576], [0.3756, 4.7905, 0.8764], [0.6799, 2.5917, 1.6203], [-0.5694, 3.1763, -0.1332], [0.3321, 1.6895, 1.3285], [1.4798, 2.6427, 2.2349], [-0.8964, 3.7770, -0.8763], [-0.5859, 2.1703, -0.2217], [2.9291, 0.4557, -0.5440], [4.0740, 0.4054, -1.0272], [2.2184, -0.3927, 0.1183], [2.0292, 1.2019, -1.2090], [2.7608, -1.0500, 0.6605], [1.2449, -0.2053, 0.3109], [2.4675, 1.8437, -1.8541], [1.0546, 1.2471, -0.9479]],
  "forces_ev_per_a": [[4.253, -2.449, -1.685], [-2.611, -0.351, -0.017], [-1.335, 0.068, 0.199], [-0.327, -2.860, -3.232], [-3.279, 0.799, 3.941], [5.294, 4.457, 2.116], [-2.599, -0.107, 0.885], [0.186, -0.140, 0.445], [0.077, 0.411, -0.697], [0.523, -0.730, -1.331], [-0.771, -0.847, -0.227], [2.018, -0.693, 2.449], [-3.538, 1.224, -5.037], [2.114, 3.514, 0.983], [-1.268, -2.710, 0.899], [-0.219, -0.177, 0.103], [-0.085, 0.300, -0.206], [-0.327, -0.189, -0.137], [0.090, -0.060, 0.300], [1.219, -4.342, 0.795], [1.286, 3.830, 1.037], [-0.374, 1.613, 0.172], [-1.806, -0.330, -1.550], [0.213, -0.496, 0.060], [-0.152, 0.531, -0.026], [-0.063, 0.118, 0.208], [-0.116, -0.515, -0.657], [2.333, 0.736, -5.853], [-1.069, -0.043, 2.667], [0.147, -4.127, 4.422], [-0.786, 3.326, -1.622], [-0.495, -0.299, 0.207], [1.412, -0.030, 0.621], [-0.522, 0.172, -0.030], [0.574, 0.397, -0.200]],
  "lowdin_spin": [-0.0004, 0.0076, 0.0000, 0.0000, -0.0003, 0.0000, 0.0000, 0.0000, -0.0001, 0.0000, 0.0000, 0.0000, -0.0001, 0.0000, 0.0000, 0.0000, 0.0000, 0.0000, 0.0000, 0.0860, 0.8080, 0.0275, 0.0611, 0.0029, 0.0001, 0.0007, 0.0069, -0.0001, 0.0004, 0.0001, 0.0000, 0.0000, 0.0000, 0.0000, -0.0001],
  "de_lowest_kcal_mol": 0.0,
  "s2": 0.754,
  "e_lumo_ev": [-11.224, -11.225],
  "total_charge": 2,
  "gap_ev": [3.61, 3.61],
  "spin_multiplicity": 2
}


Entry 2:
{
  "formula": "C9H14N3O2",
  "method": "ωB97M-V/def2-TZVPD",
  "symbols": ["C", "C", "C", "C", "C", "C", "C", "C", "C", "N", "N", "N", "O", "O", "H", "H", "H", "H", "H", "H", "H", "H", "H", "H", "H", "H", "H", "H"],
  "xyz": [[-0.2867, 0.0999, -1.4548], [-0.4907, 0.7771, -0.3255], [-0.0838, 0.0748, 1.0562], [-0.3779, 2.4836, 1.1718], [0.2715, -1.3061, -1.5510], [0.1789, -2.4720, -0.3774], [1.0060, -2.2717, 0.9829], [1.0540, -0.8525, 0.7776], [-1.8464, 2.7804, -0.8280], [0.2073, 1.2979, 1.6508], [-0.7996, 2.1168, -0.0929], [2.0542, -0.4758, 0.0531], [-0.9351, -0.7697, 1.7917], [-0.1683, 3.5683, 1.6339], [-0.2848, 0.5938, -2.4668], [-0.4752, -1.6158, -2.2970], [1.3153, -1.3424, -1.8381], [-0.9212, -2.4995, -0.1541], [0.6096, -3.3224, -0.9971], [0.4687, -2.7146, 1.8447], [2.0796, -2.8778, 0.8616], [-2.7106, 2.2206, -0.9106], [-2.2301, 3.7187, -0.2806], [-1.4046, 3.1901, -1.7225], [0.7311, 1.3226, 2.6167], [-1.8071, -0.8670, 1.3115], [2.4779, -1.3085, -0.2701], [2.3678, 0.4512, -0.1858]],
  "forces_ev_per_a": [[1.674, -0.529, -2.829], [-1.348, 0.957, 2.988], [1.333, -1.290, -1.594], [3.754, -1.280, 2.506], [-2.045, -0.989, 1.419], [-0.496, -0.430, -1.665], [0.408, -3.068, -2.048], [-1.526, 2.495, 5.024], [0.882, 4.045, 0.947], [1.589, 2.011, 4.806], [-1.745, -2.665, -2.095], [3.442, 1.599, -1.750], [-2.931, 0.767, -1.140], [-1.413, -0.042, -0.640], [-0.330, -0.270, 1.174], [0.787, -0.926, -0.537], [-0.394, 0.445, -1.140], [1.113, -0.768, -0.203], [-1.276, 0.416, 0.931], [0.375, 0.569, -0.650], [-2.644, 1.928, 0.501], [-1.375, -1.666, -0.713], [1.108, -1.349, -0.375], [-0.325, -0.208, -0.734], [-1.594, 0.089, -2.588], [1.167, 0.194, 1.046], [1.769, 0.231, -0.801], [0.040, -0.264, 0.159]],
  "lowdin_spin": [0.3080, 0.1719, 0.0858, 0.0168, 0.0628, 0.0621, 0.0521, 0.4480, 0.0331, 0.0165, 0.3074, 0.2114, 0.0339, 0.0710, 0.0065, 0.0149, 0.0183, 0.0021, 0.0151, 0.0071, 0.0062, 0.0063, 0.0030, 0.0132, 0.0027, 0.0017, 0.0099, 0.0121],
  "de_lowest_kcal_mol": 29.2,
  "s2": 2.018,
  "e_lumo_ev": [-3.513, -7.704],
  "total_charge": 1,
  "gap_ev": [5.72, 6.17],
  "spin_multiplicity": 3
}


Entry 3:
{
  "formula": "C5H6AgO3",
  "method": "ωB97M-V/def2-TZVPD",
  "symbols": ["O", "C", "O", "O", "C", "C", "C", "C", "Ag", "H", "H", "H", "H", "H", "H"],
  "xyz": [[-0.8307, 0.4071, 0.9835], [-0.2577, 0.2159, -0.0677], [-0.8378, -0.3106, -1.1242], [1.0039, 0.5219, -0.2833], [1.3796, 0.1823, -1.6252], [0.0977, -0.4297, -2.2172], [0.2247, -1.8865, -2.6290], [0.6656, -2.8205, -1.6099], [-0.6535, 1.5747, 3.4853], [2.2086, -0.5330, -1.5747], [1.6972, 1.0945, -2.1383], [-0.2985, 0.1733, -3.0422], [0.8904, -1.9803, -3.5112], [-0.7701, -2.3974, -2.8741], [-0.1403, -3.0416, -0.8884]],
  "forces_ev_per_a": [[0.575, -0.247, -1.075], [-1.266, 0.616, 2.500], [-0.364, -0.492, -1.225], [1.097, 0.165, -0.383], [0.366, -0.054, 0.034], [-0.771, 0.156, 0.028], [-0.597, -0.899, -0.782], [0.688, -1.211, 0.566], [0.018, -0.015, -0.051], [-0.177, 0.200, -0.086], [-0.073, -0.191, 0.089], [0.125, -0.206, 0.137], [-0.274, 0.474, 0.332], [0.658, 1.031, -0.189], [-0.006, 0.676, 0.104]],
  "lowdin_spin": [0.1313, 0.0096, 0.0032, 0.0105, 0.0005, 0.0007, 0.0002, 0.0002, 0.8433, 0.0001, 0.0001, 0.0001, 0.0000, 0.0000, 0.0002],
  "de_lowest_kcal_mol": 65.8,
  "s2": 0.751,
  "e_lumo_ev": [-1.294, -1.296],
  "gap_ev": [4.68, 7.81],
  "spin_multiplicity": 2
}